No. 1
Formula: C31H55BN4O7PtS3
Source: the Open Molecules 2025 dataset
Level of theory: ωB97M-V with the def2-TZVPD basis set

Values from the calculation:
orbital gap (spin up / spin down): 7.05 / 3.57 eV
highest occupied orbital energy (spin up / spin down): -9.5232 / -9.5231 eV
E_LUMO (spin up / spin down): -2.47 / -5.96 eV
expectation value of S²: 3.760
spin multiplicity: 4
total charge: +1

Positions of all 102 atoms, in Å:
Pt (0.693686, -1.833518, 1.012679)
B (0.125575, 0.262195, 0.613084)
H (-0.055781, 1.282730, 0.313298)
H (0.891913, -0.163595, -0.015946)
H (0.566568, 0.257229, 1.597837)
H (-0.743822, -0.376668, 0.628069)
C (1.087513, -2.994875, -3.140153)
C (2.044041, -2.559059, -2.073903)
C (2.583426, -1.155408, -2.293526)
O (1.412771, -2.717690, -0.823519)
H (0.759071, -4.033899, -3.114864)
H (1.449149, -2.871333, -4.160962)
H (0.195567, -2.368859, -3.165423)
H (2.872414, -3.249717, -2.231670)
H (3.032196, -1.018119, -3.277321)
H (3.362056, -0.851427, -1.593940)
H (1.711696, -0.511391, -2.177564)
C (-2.790251, -4.535873, -1.718801)
C (-1.671938, -5.642660, -1.626461)
C (-0.942645, -5.487973, -0.327028)
S (-1.794378, -4.189476, 0.699588)
O (-1.168517, -2.876884, 0.520021)
O (-2.022699, -4.696571, 2.043144)
C (-3.368681, -4.287991, -0.375632)
H (-3.539950, -4.910207, -2.415885)
H (-2.472146, -3.638683, -2.249797)
H (-0.859363, -5.520829, -2.342683)
H (-1.960149, -6.693854, -1.622251)
H (0.121041, -5.264872, -0.410134)
H (-1.172424, -6.351572, 0.297065)
H (-4.011191, -3.431130, -0.172978)
H (-3.810050, -5.229783, -0.049574)
C (-3.543976, -0.987209, 2.971991)
C (-3.220965, 0.440971, 3.140701)
C (-1.760014, 0.691612, 3.575011)
S (-1.038570, -0.945288, 4.053746)
O (-0.803879, -0.927723, 5.454999)
O (-0.055899, -1.435089, 3.011489)
C (-2.688784, -1.818495, 4.004784)
H (-3.383645, -1.257087, 1.928169)
H (-4.613183, -1.158033, 3.097369)
H (-3.843977, 0.840970, 3.940667)
H (-3.314448, 1.016935, 2.220037)
H (-1.668690, 1.281548, 4.486997)
H (-1.232115, 1.227472, 2.786171)
H (-3.173480, -1.670062, 4.969738)
H (-2.493939, -2.887059, 3.913682)
C (5.817254, 0.146273, 0.476095)
C (6.472102, -0.675084, 1.590009)
C (5.309644, -1.481173, 2.245471)
S (3.807888, -0.408844, 2.403889)
O (3.803457, 0.378568, 3.596623)
O (2.647741, -1.156502, 1.906471)
C (4.481368, 0.787295, 1.050917)
H (5.594156, -0.457330, -0.403672)
H (6.520173, 0.855565, 0.039155)
H (6.878097, 0.011619, 2.332794)
H (7.327682, -1.273178, 1.276386)
H (5.559252, -2.035445, 3.150219)
H (4.949042, -2.260975, 1.574664)
H (4.655844, 1.733199, 1.563673)
H (3.610225, 1.035227, 0.444510)
N (1.428859, 3.145342, 1.163732)
C (1.687238, 4.346351, 0.609856)
C (2.427207, 5.060887, 1.531771)
C (2.637985, 4.246289, 2.636530)
C (1.925312, 3.103531, 2.458744)
H (0.906956, 2.367066, 0.786900)
H (1.310226, 4.620383, -0.364401)
H (2.807728, 6.048801, 1.318109)
H (3.232610, 4.460426, 3.512292)
H (1.842310, 2.205368, 3.052735)
N (-2.409639, -0.682513, -1.258077)
C (-1.715581, -0.505610, -2.407425)
C (-2.462274, -0.661535, -3.549094)
C (-3.824649, -0.847521, -3.085066)
C (-3.723469, -0.869201, -1.692273)
H (-2.090637, -0.559267, -0.307739)
H (-0.654446, -0.337853, -2.296794)
H (-2.107254, -0.723121, -4.567214)
H (-4.704639, -0.933377, -3.705268)
H (-4.459110, -0.895408, -0.901997)
N (0.975592, 5.189438, -3.377166)
C (-0.114977, 4.577390, -2.906715)
C (0.153997, 3.215354, -2.507762)
C (1.495473, 3.028870, -2.909373)
C (1.935691, 4.216424, -3.444558)
H (0.992347, 6.133167, -3.736590)
H (-0.985082, 5.185363, -2.707480)
H (-0.474364, 2.463386, -2.053779)
H (2.126849, 2.155524, -2.838393)
H (2.908232, 4.521807, -3.801329)
N (-2.555545, 2.930243, 0.009208)
C (-3.466040, 2.546233, -0.962170)
C (-4.105417, 3.740166, -1.374325)
C (-3.437888, 4.864575, -0.742816)
C (-2.520182, 4.295702, 0.088022)
H (-1.983808, 2.250877, 0.490542)
H (-3.711586, 1.508528, -1.133293)
H (-4.964495, 3.845894, -2.020246)
H (-3.660444, 5.920450, -0.787639)
H (-1.786147, 4.870656, 0.633024)

Forces on the atoms, in the same order (eV/Å):
1.586 -1.848 -0.682
-0.808 0.845 1.033
-0.875 2.926 -1.768
3.175 -1.334 -3.338
1.197 1.140 3.613
-3.880 -1.311 0.068
-1.770 -0.009 -1.390
0.845 0.824 -0.014
-0.418 0.231 0.128
0.361 -0.705 -0.185
0.160 -0.034 0.520
0.759 0.119 0.192
-0.194 0.010 0.398
0.270 -0.602 1.009
-0.300 -0.180 -0.131
-0.185 -0.202 0.341
0.247 0.490 -0.163
0.142 -0.741 -2.063
0.647 0.933 -0.002
-0.337 0.588 2.107
-1.417 -2.167 -0.701
-0.383 0.205 -0.133
0.341 0.821 -0.858
1.379 -0.237 1.449
-0.342 -0.121 0.244
0.517 0.204 0.410
-0.704 0.053 -0.718
-0.762 0.313 -0.590
-0.115 -0.011 0.259
0.684 0.007 0.221
0.194 -0.045 -0.289
-0.231 0.179 0.499
0.266 -2.471 -0.454
0.834 1.811 0.968
0.541 -0.285 -0.087
-2.467 0.065 -1.972
1.947 -0.020 0.787
-1.543 0.239 2.882
-0.052 0.868 -1.320
0.475 -0.448 -0.052
0.053 -0.102 0.343
-0.169 0.316 -0.294
-0.700 -0.038 0.130
-0.055 -0.132 0.004
0.453 -0.490 0.122
0.606 0.224 0.235
-0.239 0.069 -0.643
-1.126 0.212 -0.394
-1.307 0.507 0.839
-0.066 -0.834 -0.206
3.183 1.753 -2.618
-0.754 -0.688 0.704
0.534 -0.075 0.597
0.089 -0.695 0.684
-0.291 -0.481 0.173
-0.212 0.540 0.491
-0.045 0.080 0.135
-0.405 -0.317 -0.170
-0.080 0.544 0.326
0.040 0.034 -0.338
0.250 -0.229 0.430
0.284 -0.480 -0.717
-0.559 -0.877 1.158
0.208 0.593 0.032
0.089 0.753 -1.726
0.233 0.131 1.600
0.231 -0.912 -1.120
0.124 0.548 -0.166
0.095 -0.102 0.031
0.052 -0.036 0.280
-0.139 0.149 -0.005
0.007 0.100 -0.009
-2.357 -0.077 -2.218
2.380 -0.166 -0.184
-1.061 -0.163 1.096
1.524 -0.088 1.236
-0.470 0.061 0.483
0.027 0.024 -0.395
0.090 0.096 -0.286
0.018 0.347 0.143
0.001 -0.075 0.278
-0.397 -0.147 -0.318
0.226 -1.632 -0.225
-2.130 -1.668 2.272
0.170 2.551 -1.319
0.284 0.567 -0.286
1.834 0.754 -0.284
0.210 -0.351 0.066
-0.234 -0.311 -0.074
-0.321 0.398 -0.091
-0.141 -0.041 0.065
0.059 -0.372 -0.039
-0.073 -0.328 -0.790
-1.320 2.316 0.408
0.881 -0.425 0.251
-0.766 -1.933 -0.129
0.806 0.736 0.432
0.221 0.523 -0.112
0.085 0.239 -0.117
0.170 -0.304 -0.154
0.014 -0.168 -0.230
0.097 -0.527 0.396

These are the Löwdin partial charges, in e, on atoms 1 to 5:
1 Pt 1.312
2 B -0.538
3 H -0.006
4 H -0.025
5 H -0.049

=====

No. 2
Formula: C4H8O3
Source: the Open Molecules 2025 dataset
Level of theory: ωB97M-V with the def2-TZVPD basis set

Values from the calculation:
orbital gap: 10.37 eV
ΔE to the lowest compared entry with this formula, charge and spin: 1.707 eV
highest occupied orbital energy: -9.8301 eV
E_LUMO: 0.54 eV

Positions of all 15 atoms, in Å:
O (0.578390, -1.150159, -2.652608)
C (-0.092946, -1.149150, -1.654953)
C (0.264021, -0.422850, -0.384438)
C (-0.152934, -1.236620, 0.841712)
C (-0.064918, -0.396677, 2.100024)
O (-0.911250, -0.373861, 2.949123)
H (-1.051615, -1.709454, -1.648270)
H (-0.265267, 0.531255, -0.373483)
H (1.330724, -0.211270, -0.424567)
H (-1.202966, -1.521523, 0.753895)
H (0.444599, -2.137873, 0.991273)
H (0.844039, 0.235707, 2.165094)
O (0.260991, 2.882718, -0.676246)
H (0.056011, 3.781530, -0.394427)
H (-0.036884, 2.878227, -1.592135)

Forces on the atoms, in the same order (eV/Å):
0.058 0.045 0.070
-0.072 0.019 -0.214
0.135 -0.498 -0.067
-0.404 0.454 0.298
0.166 -0.097 -0.387
0.000 0.040 0.140
-0.023 0.051 0.105
-0.029 0.093 -0.069
0.047 0.101 0.102
0.036 -0.221 -0.001
0.101 -0.016 -0.138
-0.010 0.016 0.174
-0.168 0.238 -0.117
0.077 -0.073 0.171
0.085 -0.151 -0.068

These are the Löwdin partial charges, in e, on atoms 1 to 5:
1 O 0.055
2 C -0.272
3 C -0.166
4 C -0.160
5 C -0.273

=====

In order of appearance, largest force on an atom = 4.80 0.68 eV/A.
In order of appearance, total energy = -3297.9867 -382.9021 a.u..